<A>
11
Properties=species:S:1:pos:R:3 method="wB97M-V/def2-TZVPD" multiplicity=1 homo_ev=-9.25 smiles=ClSSC1CC1
H -2.2308 0.6201 0.0027
H -0.1748 -1.4343 -0.4499
S 1.3587 1.1935 -0.4890
S 2.8770 0.4571 0.5815
C -0.1603 0.5581 0.2941
Cl 3.3661 -1.3441 -0.2992
H -1.1725 -1.0843 1.0452
C -1.3263 0.4112 -0.5516
H -0.4620 1.0405 1.3290
C -0.6486 -0.7727 0.1379
H -1.4265 0.3549 -1.6006

***

<B>
11
Properties=species:S:1:pos:R:3 method="wB97M-V/def2-TZVPD" multiplicity=1 homo_ev=-8.50
Cl -1.9617 -0.6542 -1.3496
H -0.5032 -0.6174 0.9163
H -1.2488 1.5155 -0.3020
H 0.0776 0.6626 2.0398
H 0.5600 -0.9220 2.5142
S 1.7500 -0.4718 -2.2512
C 0.1852 -0.3780 1.6816
H -0.6191 0.9440 -1.9827
S 1.6666 -0.5559 0.5924
C -0.8955 0.7142 -0.9876
C 0.9889 -0.2369 -0.8712

***

Most stable of them? <A>.

***

<A>
11
Properties=species:S:1:pos:R:3 method="wB97M-V/def2-TZVPD" multiplicity=1 homo_ev=-8.87
H 0.8679 1.2236 -1.5088
S 1.2990 -1.7562 2.2087
Cl -0.0003 -3.1629 3.0307
C 0.2973 0.3714 0.3314
C 0.4195 0.3952 -0.9912
C -0.3204 -0.7145 1.0596
H -0.7330 -1.5156 0.4640
H 0.0479 -0.4087 -1.6024
O 2.0891 -2.4267 1.2108
H -0.9279 -0.4325 1.9093
H 0.6698 1.1962 0.9274

***

<B>
11
Properties=species:S:1:pos:R:3 method="wB97M-V/def2-TZVPD" multiplicity=1 homo_ev=-9.05 smiles=Cl[C@H]1OCCS1
H 1.5655 -0.5849 -0.4561
O -0.0253 -1.3208 0.6221
C -1.3843 -1.1758 0.7128
H -0.0575 1.8728 -0.6727
H -1.9100 -1.6314 1.5467
C -0.0154 0.9995 0.1359
S -1.7075 0.6179 0.6909
C 0.5168 -0.3605 -0.3507
H 0.1865 -0.5296 -1.3123
H 0.5570 1.4592 1.0019
Cl -2.3940 -1.9781 -0.5938

***

Most stable of them? <B>.

***

<A>
21
Properties=species:S:1:pos:R:3 method="wB97M-V/def2-TZVPD" multiplicity=1 charge=+1 homo_ev=-13.20 smiles="C=CCCNC(C)=[NH2+]"
H -1.0928 1.3423 -0.4602
H -4.8642 0.0685 -0.0452
N 1.7577 1.2915 -0.0926
H -0.8819 -1.1813 1.2340
C -3.8606 -0.1847 -0.4201
H -0.2831 0.2237 1.6675
H 0.8169 1.5606 0.3410
C 3.3432 -0.5583 -0.3759
C -0.4779 -0.3654 0.7658
N 1.0189 -0.8175 0.3335
H -3.8169 -0.9942 -1.1958
H 1.0308 -1.8605 0.2796
H -1.4875 -0.3431 -1.2993
C -2.8117 0.4027 0.1307
H 2.5951 1.8239 0.0660
C -1.3831 0.3060 -0.3519
C 1.9831 -0.0206 -0.0583
H 3.5688 -0.9364 -1.3755
H 3.7084 -1.3276 0.3845
H -2.8971 1.2106 0.8913
H 4.0338 0.3598 -0.4193

***

<B>
21
Properties=species:S:1:pos:R:3 method="wB97M-V/def2-TZVPD" multiplicity=1 charge=+1 homo_ev=-14.34 smiles=C[N@@H+]1[C@@H](N)CC12CC2
C -0.0183 0.9877 1.2946
H -0.7165 -2.0647 -1.5825
N 0.8800 1.9302 1.4540
H 0.5384 -2.4333 0.1022
H -1.9732 1.0584 0.3399
C 0.2924 -1.6339 0.9056
C 0.1995 0.1047 -2.1228
C -0.8673 -0.9561 -1.6981
H 1.4642 2.1351 2.2102
H 0.9561 -2.0212 1.7333
H -1.0416 2.1926 -0.3339
C -0.3754 0.1209 -0.6610
H 1.5234 -0.1472 0.2364
H -1.8850 -0.8418 -1.9860
H 1.3473 2.2466 0.6213
H -0.0120 0.9915 -2.8185
N 0.4931 -0.3383 0.4330
H 1.2163 -0.2721 -2.3260
H -0.7967 -1.9343 1.1335
C -1.0096 1.2111 0.1092
H -0.5527 0.6732 2.1371

***

Most stable of them? <A>.

***

<A>
15
Properties=species:S:1:pos:R:3 method="wB97M-V/def2-TZVPD" multiplicity=1 homo_ev="-7.43 / -7.43"
C 1.6392 1.0125 0.6091
N 0.9246 0.0833 -0.1929
H -2.4575 0.0536 1.4316
N -2.1079 -1.1047 -0.1835
H -3.2977 0.6566 -0.0131
H 1.5794 0.6765 1.5880
H 1.2219 -1.4935 1.0194
C -2.5230 -0.0700 0.3711
H -2.3529 -1.5398 -1.0717
C 0.8114 -1.1841 0.1024
H 1.0382 1.9824 0.6145
H 0.2635 0.1167 -2.1210
H 2.6694 1.3460 0.3562
H 0.1046 -1.7184 -0.5006
N 0.4897 0.6551 -1.2777

***

<B>
15
Properties=species:S:1:pos:R:3 method="wB97M-V/def2-TZVPD" multiplicity=1 homo_ev=-8.54 smiles="CNC(=N)NC"
H -2.2049 -2.1386 1.3812
N -1.0949 -0.5367 0.6402
H -0.8881 1.6695 -0.4139
H 2.0285 1.8124 -0.3702
C -1.1699 -1.8865 1.1062
N 0.0277 1.1987 -0.4003
C 0.0667 -0.1040 0.0043
C 1.1540 1.8280 -1.0379
H 1.8617 -0.5123 -0.5609
H -1.9273 0.0157 0.6340
H 1.4324 1.3608 -1.9953
H -0.7863 -2.5990 0.3253
H 0.9278 2.8595 -1.2222
H -0.5049 -2.0543 1.9725
N 1.0775 -0.9132 -0.0628

***

Most stable of them? <B>.

***

<A>
15
Properties=species:S:1:pos:R:3 method="wB97M-V/def2-TZVPD" multiplicity=1 homo_ev=-9.19 smiles="[H]/N=C(/C)NNC"
H 0.1654 2.0085 -0.3123
N 1.0784 1.6275 -0.0467
C -2.0876 0.0413 0.5042
H -1.5830 0.4822 1.3689
C 2.2445 -0.4883 0.1313
H 2.5265 -1.0886 -0.7400
H 3.0778 0.1607 0.4070
H -1.7737 0.0009 -1.5259
N -1.2824 0.2794 -0.6839
H -3.0571 0.5321 0.3832
H -2.2586 -1.0305 0.7113
C 1.0416 0.3646 -0.1773
N -0.0489 -0.3772 -0.6584
H 2.0366 -1.1749 0.9625
H -0.0795 -1.3377 -0.3238

***

<B>
15
Properties=species:S:1:pos:R:3 method="wB97M-V/def2-TZVPD" multiplicity=1 homo_ev=-7.29
H -0.9419 -1.2389 1.0055
H -2.6578 1.2639 -1.4490
H 0.2873 0.5779 1.8744
H -0.7271 0.4141 -0.7750
H 2.1733 0.7925 1.6752
N 1.1367 0.0040 0.1588
C 2.1408 -0.5308 -0.6694
C -2.7676 0.7124 -0.5992
H 1.7855 -0.7121 -1.6525
N -1.7946 -0.9662 0.5473
H -3.6631 0.4635 -0.2372
N -1.6905 0.0084 -0.3099
C 1.1464 0.4683 1.3265
H 2.5534 -1.3754 -0.2355
H 3.0191 0.1184 -0.6599

***

Most stable of them? <A>.

***

<A>
15
Properties=species:S:1:pos:R:3 method="wB97M-V/def2-TZVPD" multiplicity=1 homo_ev=-8.31
H -2.4987 0.3985 -1.1861
H -0.8552 1.3383 1.9354
H 0.3317 0.1275 1.8116
H 1.5802 -0.3640 -1.8880
H 1.6053 0.8376 -0.4851
C -0.9145 0.2760 0.2039
N -0.2741 0.7772 1.3325
N 2.0286 -1.2182 -0.0297
C 1.4553 -0.1932 -0.8139
H -2.7078 1.3745 0.3619
C -2.1142 0.6895 -0.2225
N -0.0956 -0.6011 -0.5504
H 0.8005 -1.6247 0.0006
H 2.2427 -0.8785 0.9036
H -0.5841 -0.9395 -1.3738

***

<B>
15
Properties=species:S:1:pos:R:3 method="wB97M-V/def2-TZVPD" multiplicity=1 homo_ev=-8.62
H -1.3785 0.2931 1.3486
H 0.2620 -1.9489 -0.2470
H 1.4549 2.4228 0.8380
C -1.7803 -0.0559 0.3938
C 1.1669 1.4616 0.5122
H -1.0415 -0.8533 -0.1501
N 2.0741 -1.2286 -0.1987
H 2.7150 -1.8971 -0.6219
H 2.8733 -0.6220 0.0034
N -2.0569 1.0152 -0.5457
C 0.9720 0.3012 0.2071
H -1.5223 0.8621 -1.3954
H -1.7555 1.9126 -0.1827
H -2.7312 -0.5083 0.6923
N 0.7480 -1.1545 -0.6540

***

Most stable of them? <A>.